The following is a quantum chemistry calculation of 3 unconnected molecules or ions with the total composition C22H49BBrN5O9P in a non-equilibrium geometry, from the Open Molecules 2025 dataset.

Each line ends with the Löwdin charge.
Element x y z (Å)
C1 -0.851 1.275 6.381  0.021
C2 -1.461 1.240 5.085  -0.131
C3 -1.021 0.184 3.980  -0.114
N1 -1.334 0.573 2.598  -0.097
N2 -2.507 -0.016 2.064  -0.001
C4 -2.184 -1.077 1.069  -0.200
C5 -1.037 -2.075 1.502  -0.215
C6 -0.537 -2.795 0.150  -0.117
C7 -0.711 1.406 1.792  -0.183
N3 -1.048 1.814 0.450  0.119
C8 -0.077 2.696 -0.074  -0.368
P1 -0.065 3.450 -1.808  0.599
O1 1.468 3.044 -2.428  -0.360
Br1 -1.564 2.214 -2.953  0.330
N4 0.832 2.820 1.006  0.078
N5 0.476 2.095 2.104  0.143
B1 1.421 2.256 3.241  -0.572
O2 1.102 2.889 4.486  0.148
O3 2.753 1.799 3.092  0.029
C9 3.166 0.948 4.197  -0.210
C10 3.954 1.798 5.308  -0.053
H1 -1.388 0.950 7.320  0.078
H2 0.201 1.683 6.513  0.067
H3 -2.300 1.937 4.802  0.112
H4 -1.598 -0.762 4.234  0.153
H5 0.079 -0.112 4.101  0.129
H6 -3.105 0.722 1.683  0.132
H7 -3.137 -1.690 0.940  0.137
H8 -2.012 -0.596 0.047  0.110
H9 -0.118 -1.587 1.937  0.081
H10 -1.402 -2.883 2.201  0.118
H11 -1.408 -2.972 -0.556  0.081
H12 0.021 -3.753 0.360  0.078
H13 0.187 -2.134 -0.432  0.073
H14 1.786 2.316 -1.847  0.053
H15 1.673 3.409 0.977  0.188
H16 0.250 3.336 4.315  0.116
H17 2.319 0.338 4.629  0.116
H18 3.927 0.223 3.762  0.124
H19 3.163 2.165 6.036  0.075
H20 4.713 1.183 5.867  0.086
H21 4.418 2.704 4.807  0.098
C11 -5.300 5.270 -9.835  -0.107
O4 -4.623 4.815 -8.680  -0.207
C12 -5.061 5.464 -7.495  -0.197
C13 -4.916 4.543 -6.291  -0.179
O5 -5.911 3.521 -6.222  -0.130
C14 -5.810 2.465 -7.177  -0.173
C15 -4.634 1.529 -6.938  -0.192
O6 -3.418 2.130 -7.372  -0.200
C16 -2.296 1.659 -6.658  -0.121
H22 -5.044 6.313 -10.045  0.089
H23 -4.988 4.651 -10.675  0.090
H24 -6.384 5.163 -9.716  0.088
H25 -6.108 5.776 -7.586  0.127
H26 -4.436 6.353 -7.352  0.126
H27 -5.061 5.147 -5.391  0.125
H28 -3.913 4.119 -6.223  0.115
H29 -5.818 2.856 -8.195  0.119
H30 -6.729 1.884 -7.060  0.128
H31 -4.773 0.611 -7.520  0.128
H32 -4.583 1.277 -5.872  0.123
H33 -2.428 1.821 -5.582  0.002
H34 -1.424 2.227 -6.983  0.094
H35 -2.128 0.597 -6.862  0.092
C17 3.044 -2.305 1.845  -0.122
O7 3.325 -3.677 2.007  -0.201
C18 4.291 -4.154 1.076  -0.187
C19 5.090 -5.306 1.670  -0.172
O8 6.064 -4.901 2.630  -0.125
C20 5.572 -4.451 3.892  -0.177
C21 4.984 -5.560 4.754  -0.195
O9 3.684 -5.915 4.296  -0.212
C22 3.352 -7.259 4.590  -0.108
H36 2.540 -2.126 0.890  0.080
H37 2.385 -1.997 2.659  0.076
H38 3.963 -1.712 1.907  0.085
H39 4.980 -3.352 0.785  0.127
H40 3.753 -4.502 0.187  0.127
H41 5.659 -5.769 0.859  0.130
H42 4.440 -6.084 2.076  0.119
H43 4.876 -3.621 3.769  0.113
H44 6.446 -4.051 4.414  0.128
H45 4.885 -5.207 5.787  0.127
H46 5.653 -6.428 4.733  0.129
H47 4.094 -7.942 4.164  0.089
H48 2.387 -7.476 4.132  0.088
H49 3.277 -7.408 5.671  0.089

- Orbital gap: 0.23964 Ha
- Net charge: +1

The following is a quantum chemistry calculation of 6 unconnected molecules or ions with the total composition C22H49BFNO16P, from the Open Molecules 2025 dataset.

Each line ends with the Löwdin charge.
Element x y z (Å)
C1 6.118 0.296 -5.094  -0.119
C2 6.934 -0.520 -6.094  -0.341
N1 8.139 -1.069 -5.498  -0.035
B1 9.292 -0.154 -5.170  -0.870
F1 10.332 -0.876 -4.497  -0.075
P1 10.285 0.529 -6.804  0.665
O1 11.185 1.741 -6.764  -0.573
H1 6.559 1.278 -4.911  0.057
H2 5.089 0.448 -5.436  0.055
H3 6.084 -0.225 -4.134  0.066
H4 6.311 -1.344 -6.466  0.097
H5 7.146 0.119 -6.970  0.083
H6 8.447 -1.891 -6.004  0.080
H7 8.944 0.858 -4.572  0.063
H8 9.391 0.568 -7.928  -0.053
H9 10.982 -0.624 -7.295  -0.039
C3 3.866 -2.046 0.225  -0.063
C4 3.957 -0.727 -0.507  -0.199
O2 3.868 -0.909 -1.933  0.044
C5 2.648 -1.055 -2.428  -0.606
O3 1.612 -1.030 -1.802  0.096
O4 2.747 -1.224 -3.742  0.009
C6 1.508 -1.396 -4.433  -0.033
H10 4.631 -2.732 -0.138  0.084
H11 4.028 -1.883 1.291  0.079
H12 2.883 -2.496 0.089  0.074
H13 4.928 -0.255 -0.369  0.128
H14 3.171 -0.040 -0.193  0.114
H15 0.820 -0.586 -4.195  0.092
H16 1.049 -2.345 -4.158  0.097
H17 1.768 -1.387 -5.487  0.095
C7 13.458 0.195 -4.500  -0.061
C8 13.679 1.553 -3.887  -0.180
O5 13.746 1.483 -2.432  0.045
C9 14.906 1.124 -1.923  -0.618
O6 15.938 0.913 -2.513  0.105
O7 14.779 1.050 -0.584  -0.009
C10 15.975 0.680 0.097  -0.061
H18 12.545 -0.260 -4.121  0.068
H19 13.321 0.328 -5.575  0.074
H20 14.311 -0.463 -4.328  0.074
H21 12.833 2.208 -4.077  0.124
H22 14.597 2.023 -4.236  0.118
H23 16.791 1.354 -0.159  0.091
H24 16.268 -0.337 -0.165  0.094
H25 15.735 0.745 1.154  0.088
C11 -0.600 1.296 -0.931  -0.059
C12 -0.305 0.991 0.517  -0.198
O8 -1.326 1.520 1.399  0.035
C13 -2.427 0.788 1.506  -0.614
O9 -2.639 -0.280 0.987  0.121
O10 -3.278 1.425 2.321  0.000
C14 -4.507 0.732 2.547  -0.039
H26 -0.743 2.367 -1.080  0.082
H27 0.247 0.956 -1.527  0.058
H28 -1.490 0.763 -1.263  0.081
H29 0.603 1.486 0.857  0.122
H30 -0.217 -0.082 0.684  0.122
H31 -4.321 -0.281 2.900  0.097
H32 -5.101 0.687 1.635  0.101
H33 -5.028 1.311 3.304  0.077
C15 -11.628 -0.041 1.309  -0.061
C16 -10.528 -0.925 1.850  -0.200
O11 -9.326 -0.170 2.117  0.039
C17 -9.321 0.506 3.262  -0.608
O12 -10.201 0.517 4.086  0.112
O13 -8.167 1.167 3.354  0.001
C18 -8.021 1.949 4.544  -0.032
H34 -11.289 0.487 0.417  0.082
H35 -12.487 -0.657 1.037  0.081
H36 -11.948 0.681 2.059  0.077
H37 -10.210 -1.667 1.122  0.124
H38 -10.836 -1.425 2.768  0.114
H39 -8.211 1.342 5.427  0.097
H40 -8.708 2.793 4.533  0.099
H41 -6.993 2.297 4.532  0.084
C19 -12.065 -1.205 6.096  -0.071
C20 -13.023 -2.098 6.846  -0.201
O14 -13.910 -1.327 7.690  0.035
C21 -14.956 -0.788 7.072  -0.614
O15 -15.258 -0.932 5.914  0.117
O16 -15.646 -0.070 7.962  0.001
C22 -16.824 0.551 7.436  -0.041
H42 -11.493 -0.583 6.784  0.085
H43 -11.358 -1.813 5.529  0.076
H44 -12.590 -0.561 5.394  0.076
H45 -12.508 -2.752 7.546  0.122
H46 -13.629 -2.697 6.168  0.120
H47 -17.472 -0.191 6.974  0.095
H48 -16.558 1.300 6.692  0.097
H49 -17.309 1.013 8.290  0.092

- Orbital gap: 0.19944 Ha
- Net charge: -1

The following is a quantum chemistry calculation of a molecular structure, C22H49CeN2P3S2 in a non-equilibrium geometry, from the Open Molecules 2025 dataset.

Each line ends with the Löwdin charge.
Element x y z (Å)
Ce1 -0.009 -0.006 -0.242  0.111
P1 -1.611 2.076 -0.062  0.658
P2 -1.923 -1.436 0.959  0.656
P3 1.788 1.306 -1.619  0.642
H1 -1.065 -2.049 -1.766  0.071
C1 -0.008 -1.797 -1.874  -0.113
C2 0.953 -2.165 -0.909  -0.098
H2 0.709 -2.766 -0.044  0.064
C3 -2.638 2.049 -1.556  -0.189
C4 -2.707 2.146 1.363  -0.211
C5 -0.727 3.650 -0.054  -0.206
C6 -1.512 -3.208 0.950  -0.206
C7 -2.488 -1.150 2.659  -0.232
C8 -3.388 -1.263 -0.103  -0.212
C9 2.975 0.098 -2.218  -0.219
C10 2.629 2.647 -0.786  -0.192
C11 0.800 1.878 -3.016  -0.224
H3 0.232 -1.088 -2.674  0.074
H4 1.978 -1.810 -0.949  0.068
H5 -3.231 2.965 -1.419  0.080
H6 -3.265 1.141 -1.574  0.055
H7 -2.003 2.096 -2.458  0.057
H8 -3.241 3.083 1.149  0.077
H9 -2.114 2.211 2.293  0.049
H10 -3.386 1.279 1.397  0.048
H11 -1.574 4.350 -0.030  0.078
H12 -0.107 3.777 -0.956  0.045
H13 -0.106 3.715 0.857  0.074
H14 -2.436 -3.657 1.346  0.079
H15 -0.644 -3.403 1.607  0.070
H16 -1.296 -3.548 -0.076  0.064
H17 -3.488 -1.591 2.691  0.077
H18 -2.537 -0.074 2.899  0.036
H19 -1.796 -1.650 3.359  0.039
H20 -4.036 -2.058 0.292  0.075
H21 -3.112 -1.448 -1.158  0.064
H22 -3.833 -0.260 0.012  0.043
H23 3.545 0.768 -2.877  0.064
H24 2.482 -0.727 -2.764  0.061
H25 3.563 -0.297 -1.368  0.083
H26 3.164 3.031 -1.672  0.078
H27 3.282 2.191 -0.012  0.086
H28 1.895 3.349 -0.340  0.045
H29 1.618 2.225 -3.660  0.050
H30 0.109 2.686 -2.730  0.043
H31 0.244 1.049 -3.491  0.064
C12 2.322 -0.695 -7.211  -0.639
C13 1.578 -0.444 -8.381  -0.109
C14 1.419 -1.455 -9.330  -0.067
C15 1.995 -2.715 -9.126  -0.067
C16 2.736 -2.965 -7.964  -0.076
C17 2.902 -1.963 -7.010  -0.132
S1 2.548 0.526 -5.977  0.771
H32 1.851 1.528 -6.564  -0.106
H33 1.138 0.542 -8.522  0.099
H34 0.842 -1.258 -10.233  0.115
H35 1.868 -3.503 -9.870  0.114
H36 3.189 -3.940 -7.793  0.112
H37 3.476 -2.136 -6.098  0.095
C18 0.828 2.697 5.960  -0.051
C19 -0.241 1.638 5.794  -0.189
N1 -0.259 1.158 4.394  0.040
C20 0.146 0.047 3.812  -0.666
S2 0.301 0.117 2.126  0.752
N2 0.486 -1.136 4.361  0.030
C21 0.451 -1.602 5.764  -0.186
C22 -0.983 -1.734 6.220  -0.066
H38 1.814 2.286 5.702  0.092
H39 0.814 2.989 7.009  0.098
H40 0.631 3.577 5.326  0.091
H41 -0.074 0.730 6.388  0.096
H42 -1.256 2.035 5.972  0.142
H43 -0.405 1.892 3.688  0.122
H44 0.749 -1.796 3.640  0.124
H45 0.964 -2.580 5.751  0.144
H46 1.067 -0.868 6.305  0.126
H47 -1.490 -2.521 5.642  0.089
H48 -0.955 -2.027 7.272  0.102
H49 -1.549 -0.797 6.108  0.076

- Orbital gap (alpha / beta): 0.15528 / 0.15301 Ha
- Net charge: +3
- ⟨S²⟩: 0.755
- Multiplicity: 2

Number 1: electronic energy -4758.354156 Eh. Number 2: electronic energy -2592.536011 Eh. Number 3: electronic energy -3271.657027 Eh.